The following is a DFT calculation (ωB97M-V with the def2-TZVPD basis set) of one molecule with the formula C20H16ClF2NO3.

Geometry as XYZ:
```
43
Properties=species:S:1:pos:R:3:nbo_charge:R:1
C -1.6353 -7.1876 -1.8100 -0.619
C -2.5810 -5.9628 -1.6732 -0.064
O -2.2207 -5.0237 -2.6683 -0.525
C -2.0672 -3.7227 -2.1904 0.268
C -3.2502 -3.0892 -1.8676 -0.278
C -3.1554 -1.8653 -1.4090 -0.180
C -1.9742 -1.0861 -1.2703 -0.293
C -0.7680 -1.7687 -1.5354 0.238
O 0.4296 -1.2072 -1.2032 -0.473
C 0.4297 -0.1034 -0.4616 0.291
C 0.3902 -0.1337 0.9826 -0.248
C 0.4298 1.1151 1.7441 -0.181
C 0.5421 2.3959 1.0666 -0.104
C 0.5484 3.6707 1.7333 0.036
O 0.0992 3.6408 3.0533 -0.696
C 1.9017 4.3294 1.8343 -0.078
C 2.9508 3.4541 2.1482 0.046
N 4.2338 3.8236 2.1824 -0.384
C 4.5390 5.1215 2.1177 -0.051
C 3.6407 6.0582 1.8486 0.339
F 4.0666 7.3249 1.8160 -0.303
C 2.2210 5.7078 1.7310 -0.030
Cl 0.8978 6.8183 1.3885 0.026
C 0.7132 2.3099 -0.2665 -0.128
C 0.7449 1.1699 -1.0246 -0.275
C -0.7943 -3.0987 -1.9436 0.331
F 0.3786 -3.7268 -2.3723 -0.323
H -1.6944 -7.7375 -0.8751 0.205
H -2.0271 -7.7641 -2.6700 0.207
H -0.6237 -6.8926 -1.9560 0.221
H -2.3228 -5.6083 -0.6564 0.176
H -3.7046 -6.2873 -1.6921 0.176
H -4.1783 -3.5729 -2.1446 0.234
H -4.0445 -1.3453 -1.2274 0.208
H -1.9435 -0.0223 -1.0559 0.243
H 0.2751 -1.0763 1.5679 0.231
H 0.3820 1.0422 2.7872 0.222
H -0.1975 4.3367 1.2631 0.201
H -0.8319 3.7397 2.9987 0.472
H 2.6078 2.4567 2.3026 0.205
H 5.5990 5.3182 2.1870 0.218
H 0.8192 3.3700 -0.7349 0.204
H 1.1746 1.0792 -2.0454 0.236
```

As for the structure (SMILES): CCOc1cccc(Oc2ccc([C@@H](O)c3cncc(F)c3Cl)cc2)c1F. As for the energy relative to the best compared isomer or geometry (same formula, charge and spin): 0.0000 eV. As for the HOMO energy: -9.010 eV. For the molecular weight, the calculation gives 391.80 g mol⁻¹. As for the HOMO-LUMO gap: 9.3 eV.

The following is a DFT calculation (ωB97M-V with the def2-TZVPD basis set) of C14H17BO7Rh as an isolated structure.

Geometry as XYZ:
```
40
Properties=species:S:1:pos:R:3:nbo_charge:R:1
Rh -0.6023 0.6791 0.4981 1.007
O -2.6958 -1.6598 -2.3809 -0.617
C -1.9427 -0.8170 -1.7170 0.799
O -2.3746 -0.0462 -0.8750 -0.666
C -0.5003 -0.8610 -2.2078 -0.193
O 0.4168 -0.2288 -1.3293 -0.496
C 1.3793 -1.0771 -0.6768 -0.206
C 0.9172 -1.6715 0.6645 0.720
O 1.2752 -2.7797 0.9615 -0.510
O 0.1952 -0.8767 1.3988 -0.596
H -3.6246 -1.5725 -2.1028 0.526
H -0.4960 -0.3110 -3.1532 0.256
H -0.2137 -1.8922 -2.4155 0.248
H 2.2276 -0.4245 -0.4622 0.247
H 1.7024 -1.8744 -1.3432 0.232
C 5.4483 6.6644 3.0275 -0.610
C 5.2663 5.6010 1.9446 -0.087
C 5.3485 6.2817 0.5656 -0.594
C 6.3995 4.5663 2.0731 -0.595
C 3.9357 4.8739 2.0437 0.043
C 2.9827 5.2028 3.0595 -0.196
C 1.7714 4.5742 3.1923 -0.235
C 1.4978 3.5699 2.2682 0.221
O 0.4229 2.8048 2.1566 -0.626
B 0.6507 1.9062 1.0478 0.935
O 1.9232 2.2398 0.5042 -0.653
C 2.4334 3.2288 1.2475 0.295
C 3.6431 3.8684 1.1237 -0.276
H 6.4206 7.1378 2.8962 0.223
H 5.4302 6.2350 4.0304 0.214
H 4.6946 7.4506 2.9614 0.213
H 6.2929 6.8203 0.4870 0.218
H 4.5371 6.9988 0.4337 0.215
H 5.3094 5.5599 -0.2497 0.203
H 7.3607 5.0781 2.0223 0.218
H 6.3746 3.8293 1.2711 0.203
H 6.3447 4.0420 3.0281 0.216
H 3.2366 5.9875 3.7556 0.231
H 1.0609 4.8304 3.9648 0.239
H 4.3316 3.5877 0.3403 0.231
```

The net charge is +1. As for the HOMO energy (spin up / spin down): -11.126 / -11.119 eV. For the molecular weight, the calculation gives 411.00 g mol⁻¹. As for the HOMO-LUMO gap (spin up / spin down): 4.1 / 4.1 eV.

The following is a DFT calculation (ωB97M-V with the def2-TZVPD basis set) of a 2-piece molecular cluster, C3H4N2O3 overall.

Geometry as XYZ:
```
12
Properties=species:S:1:pos:R:3:nbo_charge:R:1
C 0.5121 0.0950 -1.0643 0.667
C -0.8357 -0.0382 -0.9235 -0.507
C -0.8795 0.3306 0.5058 0.348
H 1.9634 -0.3503 -2.4797 0.502
H -1.4937 0.0119 -1.8489 0.273
H -2.0582 -0.9920 1.3293 0.347
H 0.8943 -0.6198 2.1794 0.372
N -1.4794 -0.1883 1.6186 -0.671
N 0.3323 1.0685 0.9133 0.165
O 1.0157 -0.4741 -2.2428 -0.679
O 0.8106 0.7661 2.0638 -0.434
O 1.2180 0.3905 -0.0509 -0.382
```

As for the energy relative to the best compared isomer or geometry (same formula, charge and spin): 7.6937 eV. As for the HOMO energy: -8.888 eV. For the molecular weight, the calculation gives 116.08 g mol⁻¹. As for the HOMO-LUMO gap: 9.0 eV.

The following is a DFT calculation (ωB97M-V with the def2-TZVPD basis set) of a 4-piece molecular cluster, C5H14O3 overall.

Geometry as XYZ:
```
22
Properties=species:S:1:pos:R:3:nbo_charge:R:1
C -0.2876 -0.6417 1.7046 -0.643
C 1.1309 -0.0889 1.7964 -0.512
C 2.3962 0.9595 -1.6090 -0.043
O -0.6660 -1.6676 -1.5571 -0.981
C 1.6431 0.5238 -0.5591 -0.391
C 1.9239 -0.3110 0.5393 0.296
H -0.6378 -1.3182 2.4758 0.239
H -0.5363 -1.1622 0.8003 0.271
H -0.9764 0.2117 1.8186 0.273
H 1.6353 -0.5505 2.6383 0.232
H 1.1182 0.9867 1.9887 0.276
H 3.3630 0.6466 -1.9790 0.214
H 1.9507 1.8312 -2.0794 0.227
H -1.4038 -1.2387 -1.0148 0.523
H 0.6830 1.0728 -0.4990 0.289
H 2.9337 -0.7180 0.6144 0.213
H -2.3456 0.9082 -0.1749 0.524
H -3.4100 -1.0496 0.0439 0.444
O -2.5826 -0.5621 0.0794 -1.258
H -2.4740 2.4635 -0.7142 0.456
H 0.1119 -1.1977 -1.2877 0.419
O -1.9134 1.8442 -0.2384 -1.068
```

As for the energy relative to the best compared isomer or geometry (same formula, charge and spin): 5.1681 eV. As for the HOMO energy: -7.419 eV. For the molecular weight, the calculation gives 122.16 g mol⁻¹. As for the HOMO-LUMO gap: 3.4 eV.

Which formula does entry 1 have? C20H16ClF2NO3